One molecule with the formula C6H9N3S at a distorted geometry, computed with the ωB97M-V functional and the def2-TZVPD basis.

Computed properties:
SMILES: C=CC/N=C(/NC#N)SC
Spin multiplicity: 1
Calculated total energy: -21671.784 eV

Geometry (Å):
C 2.674 -0.702 1.778
C 1.608 0.070 1.695
C 0.937 0.436 0.403
N -0.472 0.251 0.560
C -1.234 -0.304 -0.251
N -2.551 -0.563 0.048
C -3.091 -0.344 1.236
N -3.590 -0.153 2.248
S -0.868 -0.874 -1.953
C -0.140 0.641 -2.660
H 3.132 -0.936 2.722
H 3.139 -1.127 0.903
H 1.138 0.484 2.574
H 1.352 -0.157 -0.424
H 1.117 1.501 0.203
H -3.117 -1.005 -0.666
H -0.415 1.487 -2.040
H 0.940 0.544 -2.720
H -0.560 0.752 -3.655

Per-atom Mulliken charges, elementary charge units: number 1, C, carries -0.77; number 2, C, carries -0.15; number 3, C, carries -0.36; number 4, N, carries -0.42; number 5, C, carries 0.52; number 6, N, carries -0.28; number 7, C, carries 0.38; number 8, N, carries -0.43; number 9, S, carries -0.19; number 10, C, carries -0.79; number 11, H, carries 0.27; number 12, H, carries 0.23; number 13, H, carries 0.33; number 14, H, carries 0.31; number 15, H, carries 0.25; number 16, H, carries 0.23; number 17, H, carries 0.28; number 18, H, carries 0.28; number 19, H, carries 0.33